Entry from OMol25: one molecule with the formula C18H21ClFN3O4 (the ωB97M-V functional and the def2-TZVPD basis).

Computed properties:
DFT total energy (Eh): -1723.72317
SMILES: COCCN1CCN(C(=O)c2cc(COc3ccc(F)cc3Cl)on2)CC1
HOMO (eV): -8.75
Strongest force on any atom (eV Å⁻¹): 1.1
LUMO energy (eV): 0.64
Molecular weight (g mol⁻¹): 397.83
Frontier orbital gap (hartree): 0.34517

Element x y z (Å)
Cl: -5.39 4.49 3.25
F: -4.55 5.88 -1.52
O: -2.60 4.01 3.24
O: 3.75 -4.02 -3.11
O: -1.81 -1.30 1.25
O: 0.43 2.42 2.16
N: 0.60 1.28 1.45
N: -0.06 -1.14 -0.16
N: 2.08 -2.82 -0.90
C: -4.89 5.22 0.71
C: -2.69 5.15 -0.28
C: 3.74 -4.80 -4.27
C: -3.00 4.46 2.02
C: -0.84 2.48 2.60
C: -0.31 -2.47 -0.69
C: -4.37 4.75 1.89
C: 1.17 -0.58 -0.67
C: 2.33 -1.52 -0.32
C: -1.51 1.38 2.18
C: 3.25 -4.70 -1.98
C: -2.17 4.67 0.92
C: -0.84 -0.68 0.84
C: 3.21 -3.73 -0.80
C: -1.25 3.66 3.42
C: -4.04 5.41 -0.37
C: -0.54 0.65 1.44
C: 0.86 -3.38 -0.35
H: 3.91 -5.55 -1.74
H: 4.15 -4.18 -5.07
H: -1.24 -2.85 -0.25
H: -5.95 5.44 0.62
H: -2.53 1.10 2.35
H: 3.21 -4.30 0.14
H: 4.37 -5.70 -4.16
H: 1.08 -0.52 -1.76
H: 2.44 -1.56 0.78
H: -0.58 4.51 3.21
H: 2.25 -5.09 -2.19
H: 1.34 0.40 -0.24
H: 2.73 -5.12 -4.54
H: 0.93 -3.49 0.75
H: 4.13 -3.14 -0.85
H: 0.69 -4.37 -0.78
H: 3.25 -1.11 -0.75
H: -1.17 3.42 4.49
H: -1.12 4.46 0.98
H: -2.05 5.30 -1.13
H: -0.41 -2.40 -1.78

Entry from OMol25: an isolated ion of composition C3H11N5 and charge +2 (the ωB97M-V functional and the def2-TZVPD basis).

Computed properties:
DFT total energy (Eh): -393.90063
SMILES: C/[NH+]=C(\C)N(N)N=[NH2+]
HOMO (spin up / spin down) (eV): -19.15 / -19.15
Strongest force on any atom (eV Å⁻¹): 5.5
Charge: +2
LUMO energy (spin up / spin down) (eV): -9.62 / -9.62
Energy relative to the best compared isomer or geometry (same formula, charge and spin) (kJ/mol): 238.1
Molecular weight (g mol⁻¹): 117.16
Frontier orbital gap (spin up / spin down) (hartree): 0.35021 / 0.35024

Element x y z (Å)
N: -3.02 0.33 -0.93
N: -1.35 -1.68 0.36
N: -1.05 -0.40 -0.03
N: 1.35 -0.47 -0.30
N: -1.78 0.43 -0.69
C: 0.43 1.49 0.71
C: 2.69 -0.13 -0.17
C: 0.29 0.17 0.15
H: 1.11 -1.32 -0.79
H: -3.29 1.01 -1.57
H: 1.35 1.77 0.32
H: 3.32 -0.94 -0.58
H: -0.57 -2.20 0.81
H: -0.43 2.06 0.50
H: -3.50 -0.62 -0.79
H: 0.61 1.29 1.78
H: -2.17 -1.72 1.05
H: 2.91 0.76 -0.77
H: 3.09 0.18 0.94